No. 1
DFT (the ωB97M-V functional and the def2-TZVPD basis) results for a molecular structure, C38H39BN6O2PRuS2 at a distorted geometry.

Its frontier orbital gap (spin up / spin down) is 4.355 / 4.242 eV. The spin multiplicity is 1. The LUMO energy (spin up / spin down) comes out at -5.27 / -5.35 eV. As for the charge: +1.

Atoms and positions in Å:
Ru 0.011 0.690 -0.108
C -0.439 4.452 -2.229
C -0.539 3.431 -1.123
O -0.127 2.257 -1.360
C -1.101 3.856 0.085
C -1.269 3.105 1.250
C -1.944 3.741 2.428
N -0.857 1.848 1.363
N -1.035 1.225 2.522
C -0.642 -0.032 2.526
O -0.183 -0.586 1.468
C -0.679 -0.779 3.781
C -1.024 -0.147 4.974
C -0.962 -0.847 6.162
C -0.563 -2.176 6.171
C -0.240 -2.812 4.982
C -0.293 -2.119 3.789
H -0.062 3.994 -3.139
H 0.233 5.255 -1.928
H -1.420 4.880 -2.424
H -1.457 4.874 0.110
H -1.973 4.820 2.313
H -1.431 3.476 3.351
H -2.963 3.364 2.509
H -1.323 0.889 4.949
H -1.220 -0.354 7.085
H -0.500 -2.711 7.107
H 0.060 -3.849 4.991
H -0.035 -2.595 2.856
C 2.259 -2.781 -1.499
N 3.145 -2.139 -0.571
C 4.094 -2.762 0.186
C 4.791 -1.788 0.828
N 4.293 -0.580 0.458
B 5.049 0.734 0.762
N 4.109 1.943 0.977
C 4.397 3.207 0.585
C 3.534 4.065 1.200
N 2.696 3.312 1.963
C 1.717 3.792 2.894
C 3.052 2.010 1.800
S 2.218 0.700 2.453
C 3.273 -0.804 -0.377
S 2.314 0.372 -1.165
H 1.848 -3.690 -1.060
H 2.800 -3.039 -2.413
H 1.448 -2.097 -1.757
H 4.187 -3.827 0.208
H 5.602 -1.868 1.522
H 5.743 0.978 -0.168
H 5.648 0.573 1.777
H 5.201 3.414 -0.089
H 3.458 5.131 1.148
H 1.291 4.728 2.539
H 2.182 3.960 3.869
H 0.936 3.043 3.013
C 0.792 -1.638 -5.599
C 0.928 -0.402 -4.985
C 0.294 -0.153 -3.784
C -0.491 -1.141 -3.193
C -0.626 -2.381 -3.811
C 0.021 -2.628 -5.009
P -1.284 -0.763 -1.596
C -2.892 -0.089 -2.105
C -3.084 0.500 -3.352
C -4.324 1.014 -3.692
C -5.380 0.946 -2.798
C -5.189 0.365 -1.554
C -3.951 -0.135 -1.199
C -1.680 -2.408 -0.920
C -2.819 -3.120 -1.286
C -3.017 -4.399 -0.800
C -2.091 -4.974 0.057
C -0.957 -4.268 0.428
C -0.750 -2.991 -0.063
H 1.290 -1.829 -6.538
H 1.543 0.360 -5.442
H 0.398 0.808 -3.297
H -1.248 -3.145 -3.365
H -0.071 -3.596 -5.479
H -2.270 0.546 -4.060
H -4.472 1.461 -4.663
H -6.349 1.341 -3.067
H -6.015 0.295 -0.862
H -3.803 -0.582 -0.224
H -3.551 -2.674 -1.944
H -3.894 -4.951 -1.103
H -2.248 -5.975 0.425
H -0.237 -4.713 1.100
H 0.123 -2.423 0.237

No. 2
DFT (the ωB97M-V functional and the def2-TZVPD basis) results for a molecular structure, C38H39F2FeN7O.

Its frontier orbital gap is 4.877 eV. The spin multiplicity is 1. The LUMO energy comes out at 4.07 eV. As for the charge: -2.

Atoms and positions in Å:
Fe -0.271 -0.997 -0.521
F -1.240 -6.020 1.324
C -1.040 -5.156 0.286
C -0.944 -3.808 0.534
C -0.741 -2.903 -0.521
C -0.664 -3.456 -1.830
C -0.736 -4.829 -2.012
F -0.622 -5.384 -3.260
C -0.927 -5.716 -0.976
C -0.670 -2.459 -2.905
C -0.833 -2.699 -4.274
C -1.102 -1.642 -5.122
C -1.214 -0.360 -4.602
C -0.970 -0.187 -3.253
N -0.658 -1.191 -2.440
H -0.995 -3.461 1.558
H -0.977 -6.783 -1.141
H -0.790 -3.708 -4.648
H -1.250 -1.823 -6.181
H -1.472 0.490 -5.220
H -1.023 0.788 -2.784
O 0.061 -0.828 1.478
C -0.704 -0.717 2.490
C -2.058 -1.181 2.518
C -2.865 -1.017 3.618
C -2.409 -0.380 4.778
C -1.107 0.089 4.785
C -0.256 -0.071 3.691
C 1.060 0.577 3.740
N 2.267 0.073 3.599
C 3.139 1.116 3.780
C 2.466 2.273 4.046
N 1.138 1.917 4.019
H -2.441 -1.618 1.609
H -3.888 -1.378 3.574
H -3.050 -0.260 5.643
H -0.720 0.587 5.672
H 4.206 0.970 3.716
H 2.795 3.278 4.250
H 0.336 2.519 4.079
C -1.603 2.070 1.043
C -2.453 1.290 0.079
C -3.713 1.725 -0.307
C -4.302 0.652 -1.012
C -3.360 -0.365 -1.022
C -3.614 -1.724 -1.604
N -2.215 0.012 -0.365
H -2.062 3.056 1.172
H -0.567 2.215 0.734
H -1.568 1.595 2.028
H -4.158 2.674 -0.037
H -5.293 0.598 -1.444
H -4.691 -1.836 -1.756
H -3.278 -2.523 -0.941
H -3.136 -1.887 -2.573
N 0.513 0.824 -0.713
C 1.019 1.851 -0.777
N 1.607 3.045 -0.852
C 2.542 3.374 0.236
C 1.885 4.284 1.267
C 1.289 5.552 0.617
C 1.291 5.467 -0.911
C 0.752 4.126 -1.377
H 3.430 3.843 -0.195
H 2.854 2.436 0.694
H 2.622 4.542 2.030
H 1.103 3.710 1.768
H 1.834 6.444 0.933
H 0.257 5.679 0.954
H 2.302 5.607 -1.303
H 0.675 6.262 -1.337
H 0.737 4.064 -2.467
H -0.276 3.991 -1.020
C 2.163 -2.896 1.330
C 2.571 -2.312 0.012
C 3.861 -2.399 -0.487
C 3.860 -1.714 -1.722
C 2.566 -1.257 -1.909
C 2.156 -0.516 -3.149
N 1.761 -1.605 -0.844
H 3.024 -3.430 1.743
H 1.344 -3.608 1.234
H 1.857 -2.128 2.038
H 4.687 -2.898 0.002
H 4.680 -1.574 -2.415
H 3.066 -0.255 -3.697
H 1.617 0.411 -2.946
H 1.536 -1.109 -3.828

No. 3
DFT (the ωB97M-V functional and the def2-TZVPD basis) results for a molecular structure, C38H39FFeN4O3SbSe.

Its frontier orbital gap (spin up / spin down) is 7.360 / 6.382 eV. The spin multiplicity is 6. The expectation value of S² is 8.767. The LUMO energy (spin up / spin down) comes out at -4.88 / -5.97 eV. As for the charge: +2.

Atoms and positions in Å:
Fe 0.324 1.820 -1.249
C 0.454 -4.890 2.848
C 0.759 -4.776 1.360
N 1.005 -3.383 0.937
C -0.014 -2.677 0.425
C 0.069 -1.387 -0.014
C -1.188 -0.796 -0.584
O -2.137 -1.521 -0.820
O -1.158 0.494 -0.762
C 1.319 -0.713 0.049
O 1.537 0.450 -0.362
C 2.421 -1.473 0.615
C 3.688 -0.891 0.699
C 4.734 -1.578 1.232
F 5.945 -0.987 1.217
C 4.591 -2.880 1.750
C 3.334 -3.455 1.651
C 2.252 -2.784 1.068
N 5.634 -3.585 2.395
C 5.814 -5.008 2.117
C 6.126 -5.731 3.432
N 6.765 -4.743 4.373
C 7.726 -3.860 3.629
C 6.917 -2.940 2.701
H 0.294 -5.937 3.114
H -0.453 -4.335 3.095
H 1.271 -4.496 3.458
H -0.083 -5.138 0.777
H 1.617 -5.381 1.077
H -0.971 -3.179 0.349
H 3.844 0.107 0.308
H 3.180 -4.450 2.047
H 6.626 -5.154 1.397
H 4.923 -5.441 1.681
H 6.820 -6.554 3.277
H 5.231 -6.115 3.911
H 7.223 -5.225 5.143
H 6.033 -4.152 4.764
H 8.401 -4.514 3.082
H 8.310 -3.282 4.337
H 7.518 -2.738 1.813
H 6.731 -1.991 3.196
Se 0.526 1.558 -3.701
C 1.800 2.524 -2.816
N 2.472 3.089 -2.046
C -3.189 1.027 -5.104
C -4.112 2.155 -4.704
C -4.980 2.724 -5.632
C -5.811 3.783 -5.288
C -5.797 4.305 -4.002
C -4.949 3.756 -3.051
C -4.125 2.697 -3.419
Sb -2.885 1.885 -1.867
C -4.232 1.580 -0.253
C -4.661 0.253 -0.157
C -5.618 -0.095 0.781
C -6.140 0.884 1.618
C -5.696 2.192 1.521
C -4.733 2.576 0.587
C -4.313 4.027 0.555
C -1.550 3.524 -1.498
C -1.410 4.398 -2.582
C -0.602 5.514 -2.482
C 0.127 5.742 -1.319
C 0.027 4.866 -0.256
C -0.827 3.753 -0.298
C -1.002 2.960 1.001
H -3.462 0.620 -6.075
H -3.222 0.210 -4.380
H -2.158 1.380 -5.169
H -5.003 2.328 -6.641
H -6.477 4.204 -6.031
H -6.444 5.130 -3.732
H -4.942 4.154 -2.041
H -4.225 -0.514 -0.784
H -5.952 -1.123 0.854
H -6.897 0.626 2.350
H -6.108 2.950 2.181
H -3.902 4.324 1.522
H -5.176 4.669 0.369
H -3.566 4.238 -0.207
H -1.936 4.208 -3.509
H -0.533 6.205 -3.314
H 0.761 6.617 -1.236
H 0.599 5.049 0.648
H -1.157 3.656 1.825
H -0.106 2.385 1.277
H -1.842 2.275 0.972

Values of ΔE to the lowest compared entry with this formula, charge and spin, in order: 74.5, 1.9, 0.0, all in kcal/mol.